No. 1
ORCA calculation (ωB97M-V with the def2-TZVPD basis set) on C33H28FeN6O3S2 as an isolated structure.

Geometry as ORCA input:
```
! RIJCOSX wB97M-V def2-TZVPD def2/J DEFGRID3
* xyz -2 5
Fe 0.11 0.01 -0.07
C -0.87 3.01 3.61
C -0.41 1.87 2.73
N -0.79 1.78 1.51
N -1.70 2.75 1.10
C -1.60 3.09 -0.15
S -0.51 2.58 -1.32
S -2.90 4.30 -0.60
C -2.26 5.72 0.36
C -1.00 6.30 -0.22
C -1.07 7.29 -1.21
C 0.08 7.82 -1.76
C 1.33 7.37 -1.34
C 1.41 6.38 -0.37
C 0.25 5.85 0.18
C 0.52 0.89 3.32
C 0.45 0.63 4.69
C 1.33 -0.22 5.33
C 2.34 -0.82 4.57
C 2.44 -0.58 3.22
C 1.52 0.26 2.52
O 1.66 0.45 1.26
H -0.93 3.93 3.03
H -0.19 3.15 4.45
H -1.88 2.82 3.99
H -2.10 5.35 1.37
H -3.06 6.46 0.36
H -2.04 7.62 -1.55
H 0.01 8.58 -2.53
H 2.23 7.78 -1.77
H 2.37 6.00 -0.06
H 0.32 5.06 0.91
H -0.34 1.09 5.27
H 1.23 -0.42 6.39
H 3.05 -1.48 5.05
H 3.21 -1.06 2.62
O -0.44 -1.58 1.29
C -1.35 -2.46 1.21
C -2.06 -2.88 2.38
C -3.07 -3.81 2.33
C -3.45 -4.40 1.12
C -2.76 -4.04 -0.02
C -1.73 -3.10 -0.02
C -1.03 -2.83 -1.26
N -0.09 -1.97 -1.37
N 0.61 -1.98 -2.56
C 1.37 -0.91 -2.60
O 1.37 0.07 -1.80
C 2.34 -0.85 -3.75
C 2.10 -1.51 -4.95
C 2.99 -1.39 -6.01
C 4.14 -0.62 -5.87
C 4.39 0.03 -4.67
C 3.49 -0.08 -3.62
H -1.76 -2.42 3.32
H -3.59 -4.09 3.25
H -4.25 -5.14 1.09
H -3.03 -4.51 -0.97
H -1.30 -3.44 -2.13
H 1.21 -2.12 -5.03
H 2.78 -1.89 -6.95
H 4.83 -0.52 -6.70
H 5.29 0.63 -4.55
H 3.65 0.44 -2.68
N -4.38 0.01 0.19
C -4.41 0.15 -1.18
C -3.10 0.09 -1.57
N -2.29 -0.07 -0.48
C -3.08 -0.12 0.56
H -5.17 0.02 0.80
H -5.32 0.28 -1.73
H -2.68 0.18 -2.56
H -2.76 -0.24 1.58
*
```

## Properties
Energy relative to the best compared isomer or geometry (same formula, charge and spin): 31.7 kcal/mol
HOMO-LUMO gap (spin up / spin down): 5.8 / 5.5 eV
Highest occupied orbital energy (spin up / spin down): -1.49 / -1.23 eV



No. 2
ORCA calculation (ωB97M-V with the def2-TZVPD basis set) on a single C4H4N4 molecule in a non-equilibrium geometry.

Geometry as ORCA input:
```
! RIJCOSX wB97M-V def2-TZVPD def2/J DEFGRID3
* xyz 0 1
H 2.28 -2.51 -1.81
N 2.44 -1.53 -1.39
C 1.30 -1.34 -0.82
N 1.14 0.04 -0.19
C 0.09 0.41 0.23
C -0.25 1.61 1.12
N -1.47 1.81 1.05
C -1.99 0.79 0.27
N -1.19 -0.16 -0.16
H 0.36 -2.16 -0.45
H 0.44 2.19 1.78
H -3.13 0.85 0.36
*
```

## Properties
Energy relative to the best compared isomer or geometry (same formula, charge and spin): 74.3 kcal/mol
HOMO-LUMO gap: 8.6 eV
SMILES: [H]/N=C/N=C1/C=NC=N1
Highest occupied orbital energy: -9.89 eV



No. 3
ORCA calculation (ωB97M-V with the def2-TZVPD basis set) on C20H15BrIN4O4PtS as an isolated structure in a non-equilibrium geometry.

Geometry as ORCA input:
```
! RIJCOSX wB97M-V def2-TZVPD def2/J DEFGRID3
* xyz 1 1
Pt -0.49 -0.39 0.42
N -4.43 -0.57 2.26
C -3.13 -0.76 1.97
S -2.16 0.64 1.56
N -2.61 -1.94 2.05
N -1.27 -1.91 1.71
C -0.59 -2.97 2.01
C 0.82 -3.09 1.91
C 1.43 -4.33 2.20
C 2.80 -4.45 2.19
C 3.59 -3.33 1.89
C 3.03 -2.11 1.63
C 1.63 -1.98 1.64
O 1.13 -0.77 1.43
H -4.83 0.35 2.26
H -4.95 -1.33 2.64
H -1.18 -3.79 2.40
H 0.80 -5.18 2.44
H 3.26 -5.40 2.41
H 4.67 -3.43 1.87
H 3.62 -1.24 1.38
O -3.33 1.34 -4.70
C -2.78 1.02 -3.54
C -2.41 1.95 -2.57
C -1.85 1.51 -1.41
N -1.63 0.20 -1.17
C -1.97 -0.70 -2.11
Br -1.61 -2.49 -1.77
C -2.55 -0.33 -3.30
H -3.44 2.29 -4.80
H -2.56 3.01 -2.72
H -1.54 2.20 -0.63
H -2.82 -1.07 -4.04
I 1.89 6.60 0.40
C 1.94 4.58 -0.07
C 1.18 3.69 0.68
C 1.22 2.35 0.32
C 1.98 1.89 -0.75
C 2.76 2.80 -1.46
C 2.73 4.14 -1.12
C 1.97 0.47 -1.16
O 2.86 -0.07 -1.75
O 0.81 -0.26 -1.02
H 0.60 4.03 1.52
H 0.69 1.57 0.85
H 3.38 2.44 -2.27
H 3.33 4.85 -1.68
*
```

## Properties
Energy relative to the best compared isomer or geometry (same formula, charge and spin): 42.5 kcal/mol
HOMO-LUMO gap: 5.7 eV
Highest occupied orbital energy: -11.17 eV



No. 4
ORCA calculation (ωB97M-V with the def2-TZVPD basis set) on a single C4H6S molecule in a non-equilibrium geometry.

Geometry as ORCA input:
```
! RIJCOSX wB97M-V def2-TZVPD def2/J DEFGRID3
* xyz 0 1
S 1.58 2.55 0.21
C 1.12 0.93 0.28
C -0.20 0.57 -0.22
C -0.85 -0.56 0.63
C -0.21 -0.86 -0.71
H 1.72 0.13 0.70
H -0.82 1.27 -0.77
H -1.89 -0.61 0.57
H -0.28 -0.85 1.48
H 0.81 -1.26 -0.78
H -0.98 -1.29 -1.41
*
```

## Properties
Energy relative to the best compared isomer or geometry (same formula, charge and spin): 29.7 kcal/mol
HOMO-LUMO gap: 8.4 eV
SMILES: S=CC1CC1
Highest occupied orbital energy: -8.62 eV



No. 5
ORCA calculation (ωB97M-V with the def2-TZVPD basis set) on C2H3HgMgO2 as an isolated structure in a non-equilibrium geometry.

Geometry as ORCA input:
```
! RIJCOSX wB97M-V def2-TZVPD def2/J DEFGRID3
* xyz 1 3
H -2.05 1.97 2.94
O -0.27 -0.63 -1.17
C 0.29 0.43 -1.58
C 0.69 1.34 -0.56
O 0.51 0.96 0.66
Hg 0.62 -1.86 0.39
Mg -1.30 0.89 1.44
H 0.43 0.67 -2.64
H 0.69 2.42 -0.78
*
```

## Properties
Energy relative to the best compared isomer or geometry (same formula, charge and spin): 20.6 kcal/mol
HOMO-LUMO gap (spin up / spin down): 8.0 / 5.8 eV
Highest occupied orbital energy (spin up / spin down): -13.04 / -13.39 eV



No. 6
ORCA calculation (ωB97M-V with the def2-TZVPD basis set) on C27H55HfNO5S2Sb2Si3 as an isolated structure in a non-equilibrium geometry.

Geometry as ORCA input:
```
! RIJCOSX wB97M-V def2-TZVPD def2/J DEFGRID3
* xyz 0 1
Hf -0.96 -0.35 0.01
O -2.59 -2.33 -0.01
C -3.42 -2.66 1.11
C -3.87 -1.37 1.78
N -2.71 -0.49 1.94
C -1.94 -0.73 3.16
C -0.45 -0.45 2.89
O 0.39 -0.82 3.69
O -0.22 0.18 1.77
C -3.12 0.92 1.81
C -3.54 1.12 0.34
O -4.55 1.71 0.05
O -2.69 0.58 -0.49
H -3.11 -2.21 -0.81
H -2.80 -3.25 1.79
H -4.27 -3.27 0.80
H -4.35 -1.59 2.75
H -4.61 -0.87 1.15
H -2.01 -1.77 3.47
H -2.27 -0.10 3.99
H -2.26 1.56 2.01
H -3.93 1.19 2.48
S -1.27 -1.05 -2.37
C 0.26 -1.66 -2.97
C 0.33 -2.20 -4.25
C 1.53 -2.66 -4.77
C 2.68 -2.59 -4.00
C 2.63 -2.05 -2.73
C 1.43 -1.57 -2.21
S 1.42 -0.88 -0.59
H -0.58 -2.25 -4.84
H 1.55 -3.07 -5.77
H 3.62 -2.96 -4.39
H 3.52 -1.99 -2.12
C 2.05 4.39 -2.96
Si 1.65 2.57 -2.63
C 0.74 1.84 -4.11
C 3.29 1.71 -2.26
Sb -0.04 2.24 -0.65
Si -1.70 4.18 -1.09
C -0.89 5.80 -1.63
C -2.69 4.58 0.47
C -2.85 3.54 -2.45
Si 1.43 3.02 1.36
C 2.21 4.69 0.92
C 0.32 3.26 2.87
C 2.76 1.74 1.71
H 2.76 4.46 -3.79
H 2.51 4.87 -2.09
H 1.17 4.96 -3.22
H 1.39 1.75 -4.99
H -0.12 2.46 -4.37
H 0.37 0.84 -3.86
H 3.89 1.64 -3.17
H 3.13 0.70 -1.88
H 3.87 2.27 -1.52
H -0.01 6.04 -1.03
H -1.60 6.62 -1.52
H -0.58 5.77 -2.68
H -2.04 4.78 1.32
H -3.36 3.77 0.73
H -3.30 5.47 0.30
H -2.40 3.64 -3.44
H -3.80 4.07 -2.44
H -3.06 2.48 -2.29
H 1.46 5.38 0.53
H 2.98 4.57 0.15
H 2.68 5.14 1.80
H -0.59 3.81 2.62
H 0.84 3.81 3.66
H 0.03 2.29 3.28
H 3.30 1.47 0.80
H 2.31 0.83 2.10
H 3.48 2.11 2.45
C -0.16 -4.18 4.30
C -0.31 -4.68 2.87
Sb 0.15 -3.16 1.36
C 0.15 -4.51 -0.37
C 0.47 -5.98 -0.13
C 2.26 -3.11 1.90
C 3.03 -4.41 1.74
H -0.37 -4.97 5.02
H -0.84 -3.35 4.52
H 0.85 -3.81 4.48
H -1.33 -5.05 2.69
H 0.36 -5.53 2.70
H 0.84 -4.07 -1.09
H -0.85 -4.41 -0.79
H 1.52 -6.12 0.14
H 0.28 -6.55 -1.04
H -0.14 -6.40 0.67
H 2.26 -2.78 2.94
H 2.72 -2.32 1.30
H 2.52 -5.25 2.22
H 4.02 -4.32 2.21
H 3.18 -4.65 0.69
*
```

## Properties
Energy relative to the best compared isomer or geometry (same formula, charge and spin): 0.0 kcal/mol
HOMO-LUMO gap: 7.5 eV
Highest occupied orbital energy: -7.12 eV



No. 7
ORCA calculation (ωB97M-V with the def2-TZVPD basis set) on a 2-piece molecular cluster, C5H9N2O overall in a non-equilibrium geometry.

Geometry as ORCA input:
```
! RIJCOSX wB97M-V def2-TZVPD def2/J DEFGRID3
* xyz 1 1
C 1.77 0.29 0.71
C 0.94 -0.09 1.78
C 1.31 0.08 -0.54
C -0.17 -0.80 1.60
C -0.01 -0.45 -0.70
N -0.56 -0.63 -1.92
N -0.59 -0.96 0.34
O -1.47 1.38 -0.40
H 2.77 0.71 0.87
H 1.41 0.08 2.75
H 1.82 0.55 -1.42
H -0.87 -1.22 2.43
H -1.50 -0.96 -1.96
H -0.24 -0.34 -2.79
H -1.45 -1.30 0.20
H -2.41 1.61 -0.44
H -0.74 2.04 -0.49
*
```

## Properties
Energy relative to the best compared isomer or geometry (same formula, charge and spin): 20.7 kcal/mol
HOMO-LUMO gap: 9.7 eV
Highest occupied orbital energy: -13.38 eV



No. 8
ORCA calculation (ωB97M-V with the def2-TZVPD basis set) on an isolated ion of composition C6H13N and charge -1.

Geometry as ORCA input:
```
! RIJCOSX wB97M-V def2-TZVPD def2/J DEFGRID3
* xyz -1 2
C -2.20 -0.42 0.33
N -0.87 -1.01 0.09
C -0.01 -0.02 -0.62
C 1.43 -0.27 -0.15
C 1.64 0.15 1.27
C 1.15 1.34 1.85
C -0.18 -0.19 -2.12
H -2.60 -0.08 -0.61
H -2.14 0.40 1.05
H -2.86 -1.18 0.76
H -0.42 -1.03 1.01
H -0.27 0.97 -0.27
H 2.09 0.19 -0.92
H 1.63 -1.35 -0.23
H 2.33 -0.49 1.82
H 1.22 1.48 2.93
H 0.81 2.18 1.24
H -0.10 -1.26 -2.32
H -1.17 0.14 -2.44
H 0.52 0.45 -2.67
*
```

## Properties
Energy relative to the best compared isomer or geometry (same formula, charge and spin): 21.7 kcal/mol
HOMO-LUMO gap (spin up / spin down): 3.2 / 7.0 eV
Highest occupied orbital energy (spin up / spin down): 0.94 / -2.98 eV



No. 9
ORCA calculation (ωB97M-V with the def2-TZVPD basis set) on a 2-piece molecular cluster, CH2N4OS overall in a non-equilibrium geometry.

Geometry as ORCA input:
```
! RIJCOSX wB97M-V def2-TZVPD def2/J DEFGRID3
* xyz 0 1
C 0.76 -0.65 0.02
H 1.42 1.87 0.62
H -2.22 0.49 -0.33
N -0.11 0.43 -0.02
N -1.32 -0.12 -0.19
N -1.26 -1.39 -0.05
N -0.08 -1.79 0.11
O 0.24 1.74 -0.03
S 2.57 -0.58 -0.13
*
```

## Properties
Energy relative to the best compared isomer or geometry (same formula, charge and spin): 90.0 kcal/mol
HOMO-LUMO gap: 7.7 eV
Highest occupied orbital energy: -8.43 eV



No. 10
ORCA calculation (ωB97M-V with the def2-TZVPD basis set) on a single C4H9NO3 molecule in a non-equilibrium geometry.

Geometry as ORCA input:
```
! RIJCOSX wB97M-V def2-TZVPD def2/J DEFGRID3
* xyz 0 1
C -0.59 0.43 -0.34
C -1.02 -0.33 0.86
C 2.02 0.62 0.22
C 0.92 -0.27 -0.34
N -1.90 -1.31 0.72
O -1.20 0.03 -1.51
O -0.67 1.81 -0.10
O 1.10 -0.95 -1.41
H -0.50 2.25 -0.94
H -0.46 -0.49 -1.94
H -2.20 -1.52 -0.23
H -2.20 -1.87 1.50
H -0.79 0.05 1.85
H 0.62 -0.98 0.65
H 2.89 0.01 0.44
H 1.70 1.15 1.12
H 2.28 1.36 -0.54
*
```

## Properties
Energy relative to the best compared isomer or geometry (same formula, charge and spin): 81.3 kcal/mol
HOMO-LUMO gap: 8.3 eV
Highest occupied orbital energy: -8.15 eV



No. 11
ORCA calculation (ωB97M-V with the def2-TZVPD basis set) on a 40-piece molecular cluster, H80O40 overall in a non-equilibrium geometry.

Geometry as ORCA input:
```
! RIJCOSX wB97M-V def2-TZVPD def2/J DEFGRID3
* xyz 0 1
H -2.30 4.59 -0.27
H -1.10 5.02 0.51
O -1.88 5.42 -0.01
H 3.00 1.91 5.64
H 1.97 1.22 4.62
O 2.38 1.20 5.46
H -1.40 -5.42 -0.05
H -1.63 -5.34 -1.73
O -1.90 -5.40 -0.83
H -0.04 -3.13 -1.14
H 1.36 -3.40 -1.10
O 0.57 -3.77 -1.56
H -2.13 -0.42 -0.93
H -2.38 0.87 -0.16
O -1.83 0.08 -0.19
H 4.46 4.17 -3.08
O 3.52 4.03 -3.12
H 1.71 6.75 -1.34
O 2.56 6.72 -0.87
H 3.23 4.46 0.08
H 4.22 4.34 1.28
O 3.61 3.75 0.71
H -0.99 3.11 4.51
H -0.10 4.18 4.18
O -0.50 3.81 4.97
H 1.17 -1.98 2.39
H -0.17 -2.27 1.67
O 0.33 -2.39 2.50
H 0.23 -3.33 -6.03
H -0.15 -2.98 -4.60
O 0.05 -3.71 -5.18
H 2.97 -4.95 1.51
O 2.75 -4.16 1.03
H -4.65 -1.87 -1.83
H -3.84 -0.51 -1.89
O -4.26 -1.15 -1.33
H -3.29 -0.58 5.76
H -3.46 -1.94 5.15
O -3.87 -1.09 5.18
H -3.14 -3.36 -2.73
H -3.35 -3.16 -4.35
O -3.55 -2.81 -3.45
H 2.44 0.93 0.63
H 3.08 1.64 1.95
O 2.87 0.81 1.52
H 3.67 -1.13 0.72
H 4.84 -0.36 1.29
O 4.60 -0.90 0.51
H -3.70 -2.33 2.47
H -3.63 -3.48 1.44
O -4.22 -2.89 1.89
H 0.41 3.33 -0.80
O 1.37 3.69 -0.71
H 1.92 -2.17 5.45
H 2.82 -1.80 4.19
O 2.78 -2.21 5.04
H -3.50 1.90 -3.28
O -3.70 0.95 -3.14
H -0.36 -1.31 -2.15
H 0.50 -0.23 -2.41
O 0.38 -0.90 -1.71
H -0.21 -4.49 1.84
H 0.24 -4.64 0.51
O -0.48 -4.15 0.99
H 3.71 0.59 -3.73
H 4.72 0.65 -2.63
O 3.87 1.10 -2.90
H 0.12 3.17 2.73
H 1.41 3.50 2.05
O 0.70 3.94 2.51
H 4.83 -3.06 -2.60
H 4.24 -1.83 -2.15
O 4.63 -2.65 -1.73
H -4.75 -0.22 3.25
H -3.93 -0.04 1.82
O -3.96 0.00 2.76
H 0.95 -4.26 3.19
H 2.06 -4.00 4.38
O 1.63 -4.67 3.74
H 2.67 0.68 -1.72
H 1.55 1.65 -2.09
O 1.88 1.11 -1.33
H -2.28 -1.87 3.72
H -0.74 -1.64 3.65
O -1.46 -1.79 4.29
H -2.59 -3.75 -0.58
H -2.94 -2.20 -1.02
O -2.34 -2.95 -1.09
H -0.97 4.68 -2.63
O -0.63 3.96 -3.15
H -3.29 1.67 2.39
H -4.10 1.77 0.95
O -3.31 1.83 1.47
H 1.79 2.84 -0.81
H 2.98 4.38 -2.42
H -2.77 0.73 -3.46
H 2.32 6.47 0.02
H 3.28 -3.38 1.32
H -0.86 4.10 -4.05
O 0.63 0.29 -5.03
H 0.68 0.65 -4.14
H 0.75 -0.66 -5.06
O 0.36 -0.01 1.09
H -0.29 0.01 1.80
H -0.10 0.11 0.26
O -5.10 1.70 -0.60
H -5.71 1.59 -1.32
H -5.63 1.84 0.23
O 1.32 2.60 -3.61
H 1.50 3.43 -3.20
H 2.10 2.41 -4.11
O -1.51 1.77 -4.33
H -0.83 2.10 -3.71
H -1.22 1.37 -5.15
O 0.03 1.02 4.36
H 0.06 0.88 5.32
H -0.57 0.26 4.11
O 1.66 -2.22 -3.64
H 1.80 -3.16 -3.74
H 1.33 -1.98 -2.77
*
```

## Properties
Energy relative to the best compared isomer or geometry (same formula, charge and spin): 220.4 kcal/mol
HOMO-LUMO gap: 9.9 eV
Highest occupied orbital energy: -10.35 eV



No. 12
ORCA calculation (ωB97M-V with the def2-TZVPD basis set) on a single C4H7NO2 molecule.

Geometry as ORCA input:
```
! RIJCOSX wB97M-V def2-TZVPD def2/J DEFGRID3
* xyz 0 1
N 1.77 0.57 1.66
C 0.61 0.58 0.95
O -0.22 1.46 1.07
C 0.43 -0.58 -0.03
C -1.01 -0.66 -0.46
C -1.49 0.19 -1.54
O -1.26 -1.20 -1.76
H 1.93 1.34 2.30
H 2.47 -0.15 1.56
H 0.76 -1.53 0.42
H 1.06 -0.41 -0.91
H -1.72 -0.98 0.30
H -0.79 0.87 -2.03
H -2.53 0.51 -1.55
*
```

## Properties
Energy relative to the best compared isomer or geometry (same formula, charge and spin): 31.7 kcal/mol
HOMO-LUMO gap: 10.8 eV
SMILES: NC(=O)C[C@H]1CO1
Highest occupied orbital energy: -10.03 eV